--- P ---
ORCA calculation (wB97M-V/def2-TZVPD) on C21H21N3O2 in the gas phase.

Each line ends with the natural charge from an NBO analysis.
CARTESIAN COORDINATES (ANGSTROEM)
C  3.120  3.916  -1.600  -0.596
C  1.909  3.444  -0.764  -0.153
C  0.639  3.755  -1.554  -0.595
C  1.897  1.932  -0.446  -0.390
C  1.500  1.827  1.021  -0.062
C  0.033  1.505  1.200  -0.096
C  -1.013  2.313  1.519  -0.030
N  -2.195  1.557  1.427  -0.548
C  -1.908  0.277  0.984  0.248
C  -2.729  -0.798  0.651  -0.219
C  -4.193  -0.685  0.618  0.668
N  -5.019  -1.769  0.475  -0.817
O  -4.798  0.361  0.657  -0.635
C  -2.133  -2.024  0.292  -0.110
C  -0.729  -2.140  0.285  -0.084
C  -0.036  -3.430  -0.039  -0.033
C  -0.565  -4.715  0.333  -0.206
C  0.088  -5.894  0.012  -0.211
C  1.298  -5.823  -0.701  -0.212
C  1.812  -4.614  -1.131  -0.201
C  1.133  -3.440  -0.822  -0.210
C  0.070  -1.021  0.593  -0.149
C  -0.522  0.192  0.897  -0.111
N  1.836  3.131  1.626  -0.601
C  1.938  4.050  0.654  0.680
O  1.788  5.236  0.938  -0.626
H  2.955  3.638  -2.612  0.207
H  3.334  5.016  -1.618  0.233
H  4.056  3.450  -1.249  0.208
H  0.645  4.824  -1.709  0.224
H  0.608  3.227  -2.506  0.213
H  -0.305  3.550  -0.991  0.216
H  2.888  1.500  -0.578  0.212
H  1.203  1.352  -1.093  0.225
H  2.092  1.022  1.465  0.204
H  -0.984  3.398  1.641  0.232
H  -3.170  1.887  1.477  0.448
H  -5.991  -1.528  0.166  0.412
H  -4.583  -2.554  0.060  0.371
H  -2.710  -2.856  -0.015  0.196
H  -1.466  -4.725  0.953  0.211
H  -0.285  -6.841  0.376  0.218
H  1.790  -6.776  -0.896  0.213
H  2.688  -4.561  -1.760  0.216
H  1.531  -2.515  -1.217  0.209
H  1.143  -1.127  0.531  0.216
H  1.344  3.479  2.452  0.413

Output
* Kohn-Sham gap: 8.38 eV
* HOMO level: -8.3 eV
* LUMO level: 0.096 eV
* SMILES: CC1(C)C[C@H](c2c[nH]c3c(C(N)=O)cc(-c4ccccc4)cc23)NC1=O

***

--- Q ---
ORCA calculation (wB97M-V/def2-TZVPD) on C21H21N3O2 in the gas phase.

Each line ends with the natural charge from an NBO analysis.
CARTESIAN COORDINATES (ANGSTROEM)
C  1.735  1.052  -4.763  -0.610
C  1.311  0.767  -3.314  -0.132
C  1.688  -0.727  -3.017  -0.583
C  1.999  1.765  -2.372  -0.399
C  0.819  2.389  -1.615  -0.064
C  0.834  2.285  -0.160  -0.123
C  1.340  3.243  0.764  0.012
N  1.013  2.836  2.092  -0.549
C  0.426  1.550  2.036  0.196
C  0.005  0.656  3.042  -0.194
C  0.123  1.127  4.404  0.672
N  0.096  0.236  5.471  -0.839
O  0.241  2.363  4.655  -0.655
C  -0.539  -0.528  2.681  -0.208
C  -0.814  -0.840  1.412  0.021
C  -1.766  -1.982  1.139  -0.055
C  -2.730  -2.360  2.020  -0.219
C  -3.335  -3.667  1.824  -0.178
C  -2.784  -4.596  0.942  -0.223
C  -1.854  -4.163  0.014  -0.201
C  -1.268  -2.859  0.125  -0.196
C  -0.295  -0.011  0.382  -0.200
C  0.387  1.139  0.658  -0.027
N  -0.373  1.832  -2.096  -0.601
C  -0.212  1.031  -3.116  0.679
O  -1.002  0.255  -3.546  -0.611
H  1.332  0.256  -5.443  0.223
H  1.251  1.995  -5.055  0.205
H  2.775  1.252  -5.015  0.215
H  2.624  -0.780  -3.445  0.207
H  1.053  -1.327  -3.490  0.218
H  1.551  -1.047  -1.979  0.203
H  2.661  1.275  -1.655  0.223
H  2.581  2.510  -2.864  0.215
H  0.821  3.496  -1.890  0.186
H  1.810  4.173  0.584  0.213
H  1.259  3.299  3.022  0.464
H  -0.212  -0.771  5.329  0.403
H  0.594  0.544  6.286  0.415
H  -1.061  -0.905  3.549  0.197
H  -3.018  -1.840  2.875  0.210
H  -4.135  -3.803  2.491  0.205
H  -3.151  -5.556  0.857  0.208
H  -1.712  -4.933  -0.722  0.217
H  -0.372  -2.563  -0.524  0.225
H  -0.401  -0.315  -0.629  0.218
H  -1.296  2.247  -1.942  0.418

Output
* Kohn-Sham gap: 8.24 eV
* HOMO level: -8.0 eV
* LUMO level: 0.281 eV
* SMILES: CC1(C)C[C@H](c2c[nH]c3c(C(N)=O)cc(-c4ccccc4)cc23)NC1=O

***

Which of them is the most stable, and which is the least stable? P and Q, in that order.

***

--- P ---
ORCA calculation (wB97M-V/def2-TZVPD) on C19H22N4O2S in the gas phase.

Each line ends with the natural charge from an NBO analysis.
CARTESIAN COORDINATES (ANGSTROEM)
C  2.635  4.120  2.035  -0.402
N  2.592  2.751  1.585  -0.403
C  3.814  2.161  1.086  -0.412
C  1.403  2.109  1.422  0.213
C  0.167  2.754  1.611  -0.318
C  -1.018  2.107  1.362  -0.050
C  -1.061  0.770  0.950  -0.245
C  -2.314  0.212  0.459  0.177
S  -3.347  1.243  -0.336  -0.209
N  -2.619  -1.102  0.557  -0.421
C  -3.660  -1.706  -0.241  -0.264
C  -3.022  -2.795  -1.146  -0.229
N  -1.607  -2.937  -0.878  -0.448
C  -0.694  -2.102  -1.496  0.313
C  0.679  -2.382  -1.355  -0.307
C  1.632  -1.495  -1.788  -0.148
C  1.236  -0.312  -2.412  -0.032
N  2.199  0.691  -2.703  0.529
O  1.897  1.578  -3.478  -0.379
O  3.274  0.621  -2.128  -0.411
C  -0.109  -0.093  -2.697  -0.129
C  -1.062  -0.982  -2.257  -0.305
C  -1.399  -3.233  0.526  -0.226
C  -1.976  -2.076  1.403  -0.240
C  0.165  0.107  0.842  -0.177
C  1.359  0.754  1.055  -0.251
H  3.658  4.379  2.301  0.208
H  2.016  4.246  2.925  0.202
H  2.288  4.818  1.264  0.191
H  4.588  2.923  1.036  0.208
H  4.164  1.360  1.745  0.189
H  3.679  1.753  0.081  0.222
H  0.131  3.787  1.914  0.216
H  -1.948  2.646  1.467  0.226
H  -4.412  -2.148  0.421  0.198
H  -4.137  -0.922  -0.831  0.263
H  -3.168  -2.573  -2.202  0.218
H  -3.484  -3.767  -0.943  0.204
H  0.989  -3.299  -0.878  0.222
H  2.683  -1.688  -1.642  0.243
H  -0.396  0.813  -3.209  0.252
H  -2.098  -0.751  -2.440  0.234
H  -0.340  -3.369  0.735  0.216
H  -1.914  -4.170  0.753  0.204
H  -2.732  -2.482  2.088  0.197
H  -1.203  -1.597  2.002  0.234
H  0.205  -0.918  0.518  0.213
H  2.271  0.197  0.916  0.213

Output
* Kohn-Sham gap: 7.19 eV
* HOMO level: -7.4 eV
* LUMO level: -0.242 eV
* SMILES: CN(C)c1ccc(C(=S)N2CCN(c3ccc([N+](=O)[O-])cc3)CC2)cc1

***

--- Q ---
ORCA calculation (wB97M-V/def2-TZVPD) on C19H22N4O2S in the gas phase.

Each line ends with the natural charge from an NBO analysis.
CARTESIAN COORDINATES (ANGSTROEM)
C  -2.908  -4.027  -0.725  -0.252
O  -2.442  -3.034  0.155  -0.495
C  -1.124  -2.697  0.122  0.291
C  -0.177  -3.248  -0.734  -0.293
C  1.137  -2.816  -0.679  -0.178
C  1.530  -1.819  0.204  -0.093
C  2.928  -1.375  0.262  -0.060
C  3.956  -2.222  0.525  -0.372
S  5.509  -1.461  0.604  0.422
C  4.780  0.074  0.251  0.077
N  5.474  1.201  0.136  -0.504
C  4.754  2.254  -0.180  0.281
N  3.456  2.298  -0.418  -0.551
C  2.745  1.171  -0.309  0.462
N  1.444  1.212  -0.642  -0.584
C  0.779  2.420  -1.052  -0.238
C  -0.256  2.890  -0.029  -0.218
N  -1.316  1.924  0.220  -0.448
C  -2.128  2.357  1.349  -0.249
C  -3.242  1.349  1.624  -0.071
O  -4.056  1.156  0.494  -0.523
C  -3.277  0.718  -0.593  -0.067
C  -2.179  1.726  -0.935  -0.261
C  3.390  -0.032  0.085  -0.220
C  0.577  -1.276  1.067  -0.209
C  -0.727  -1.716  1.033  -0.200
H  -2.767  -3.736  -1.771  0.176
H  -3.973  -4.125  -0.520  0.204
H  -2.415  -4.987  -0.545  0.178
H  -0.446  -4.016  -1.442  0.221
H  1.869  -3.252  -1.343  0.221
H  3.888  -3.277  0.707  0.235
H  5.285  3.193  -0.268  0.176
H  0.865  0.409  -0.444  0.420
H  1.549  3.187  -1.155  0.254
H  0.310  2.258  -2.028  0.189
H  0.257  3.059  0.921  0.203
H  -0.667  3.857  -0.372  0.170
H  -1.489  2.439  2.231  0.205
H  -2.583  3.345  1.152  0.169
H  -3.897  1.713  2.418  0.196
H  -2.799  0.391  1.930  0.160
H  -3.962  0.601  -1.434  0.193
H  -2.817  -0.253  -0.356  0.171
H  -1.592  1.332  -1.765  0.202
H  -2.648  2.676  -1.249  0.169
H  0.869  -0.521  1.783  0.225
H  -1.463  -1.320  1.714  0.216

Output
* Kohn-Sham gap: 8.54 eV
* HOMO level: -7.9 eV
* LUMO level: 0.621 eV
* SMILES: COc1ccc(-c2csc3ncnc(NCCN4CCOCC4)c23)cc1

***

Which of them is the most stable, and which is the least stable? Q and P, in that order.

***

--- P ---
ORCA calculation (wB97M-V/def2-TZVPD) on C8H8O4 in the gas phase.

Each line ends with the natural charge from an NBO analysis.
CARTESIAN COORDINATES (ANGSTROEM)
C  3.754  -0.036  0.216  -0.276
O  2.403  0.243  -0.356  -0.549
C  1.539  -0.768  -0.095  0.816
O  1.783  -1.912  0.152  -0.558
C  0.014  -0.182  -0.037  -0.227
C  -1.017  -1.023  -0.356  -0.193
C  -2.282  -0.547  -0.193  0.248
O  -3.051  -1.583  0.254  -0.694
C  -2.710  0.745  -0.013  -0.257
C  -1.728  1.665  0.019  -0.253
C  -0.333  1.211  0.025  0.329
O  0.549  2.195  0.121  -0.666
H  3.698  -0.269  1.267  0.200
H  4.409  -0.804  -0.288  0.216
H  4.176  0.999  0.189  0.200
H  -1.076  -2.051  -0.744  0.249
H  -3.759  -1.280  0.806  0.478
H  -3.818  0.993  0.052  0.222
H  -1.957  2.644  0.031  0.215
H  1.430  1.828  -0.089  0.500

Output
* Kohn-Sham gap: 8.25 eV
* HOMO level: -7.6 eV
* LUMO level: 0.667 eV
* SMILES: COC(=O)c1cc(O)ccc1O

***

--- Q ---
ORCA calculation (wB97M-V/def2-TZVPD) on C8H8O4 in the gas phase.

Each line ends with the natural charge from an NBO analysis.
CARTESIAN COORDINATES (ANGSTROEM)
O  -1.029  -1.909  1.247  -0.723
C  -0.564  -1.645  -0.096  0.049
C  0.723  -0.909  -0.079  -0.142
C  2.065  -1.258  -0.063  0.113
O  2.877  -0.147  -0.086  -0.404
C  2.017  0.936  -0.211  0.139
C  0.701  0.572  -0.222  -0.148
C  -0.506  1.467  -0.058  0.059
O  -0.242  2.514  0.867  -0.711
C  -1.610  0.512  0.161  -0.004
O  -2.748  -0.027  -0.634  -0.453
C  -1.389  -0.563  -0.787  0.035
H  -0.244  -1.921  1.967  0.490
H  -0.609  -2.568  -0.735  0.192
H  2.422  -2.253  -0.041  0.208
H  2.531  1.922  -0.285  0.218
H  -0.621  2.076  -1.091  0.180
H  -0.951  3.216  0.706  0.475
H  -1.694  0.345  1.281  0.220
H  -1.128  -0.361  -1.842  0.206

Output
* Kohn-Sham gap: 9.75 eV
* HOMO level: -9.1 eV
* LUMO level: 0.634 eV
* SMILES: O[C@@H]1c2cocc2[C@H](O)[C@H]2O[C@@H]21

***

Which of them is the most stable, and which is the least stable? P and Q, in that order.

***

--- P ---
ORCA calculation (wB97M-V/def2-TZVPD) on a molecular structure, C20H22F9MgO11.

Each line ends with the natural charge from an NBO analysis.
CARTESIAN COORDINATES (ANGSTROEM)
Mg  19.688  1.161  23.945  1.804
C  20.372  2.457  27.784  -0.495
C  20.323  2.112  26.467  0.377
C  21.388  2.657  25.493  0.365
O  21.254  2.230  24.296  -0.897
C  22.338  3.521  25.915  -0.486
C  22.433  3.908  27.286  0.432
C  21.383  3.342  28.269  0.428
O  21.458  3.678  29.435  -0.586
O  23.298  4.644  27.714  -0.581
O  19.435  1.380  25.913  -0.870
H  19.583  2.053  28.405  0.209
H  23.057  3.823  25.160  0.197
C  20.710  -0.099  20.149  -0.620
C  20.122  1.055  20.936  -0.040
O  19.451  0.647  22.088  -1.082
H  19.925  -0.827  19.917  0.188
H  21.514  -0.660  20.628  0.193
H  21.112  0.251  19.188  0.185
H  19.442  1.635  20.286  0.120
H  20.952  1.728  21.236  0.130
C  20.365  6.069  22.334  -0.625
C  19.829  4.779  22.963  -0.089
O  18.391  4.781  22.818  -0.468
C  17.803  3.657  23.088  0.740
O  18.285  2.692  23.602  -0.601
C  16.327  3.704  22.642  0.901
F  15.637  4.603  23.375  -0.315
F  16.253  4.086  21.364  -0.312
F  15.744  2.526  22.762  -0.297
H  20.137  6.915  22.984  0.210
H  19.842  6.227  21.391  0.211
H  21.446  5.992  22.270  0.227
H  20.115  4.738  24.013  0.219
H  20.234  3.900  22.465  0.212
C  24.376  -0.314  25.065  -0.634
C  23.458  -1.301  24.383  -0.090
O  22.486  -1.806  25.296  -0.469
C  21.275  -1.297  25.247  0.739
O  20.883  -0.549  24.403  -0.606
C  20.399  -1.793  26.421  0.907
F  19.141  -1.901  26.012  -0.302
F  20.798  -3.010  26.839  -0.320
F  20.464  -0.958  27.442  -0.281
H  25.043  -0.789  25.780  0.208
H  23.771  0.450  25.559  0.243
H  24.940  0.218  24.298  0.221
H  23.958  -2.161  23.936  0.186
H  23.011  -0.795  23.522  0.214
C  17.288  -2.227  21.948  -0.631
C  16.540  -0.899  21.999  -0.110
O  15.766  -0.796  23.228  -0.483
C  16.433  -0.426  24.301  0.718
O  17.527  0.041  24.354  -0.562
C  15.571  -0.617  25.562  0.896
F  14.592  0.298  25.611  -0.314
F  15.014  -1.831  25.580  -0.315
F  16.322  -0.481  26.651  -0.293
H  16.646  -3.098  21.795  0.198
H  17.883  -2.352  22.851  0.221
H  17.969  -2.175  21.102  0.225
H  15.759  -0.872  21.243  0.186
H  17.309  -0.128  21.907  0.263

Output
* Kohn-Sham gap: 6.87 eV
* HOMO level: -4.4 eV
* LUMO level: 2.482 eV
* total charge: -1

***

--- Q ---
ORCA calculation (wB97M-V/def2-TZVPD) on a molecular structure, C20H22F9MgO11.

Each line ends with the natural charge from an NBO analysis.
CARTESIAN COORDINATES (ANGSTROEM)
Mg  0.039  -0.054  0.388  1.798
C  -4.066  0.094  0.559  -0.486
C  -2.631  -0.036  0.681  0.390
C  -2.070  -0.950  1.827  0.449
O  -0.863  -1.048  1.811  -0.779
C  -3.092  -1.640  2.745  -0.517
C  -4.402  -1.481  2.509  0.384
C  -4.911  -0.561  1.358  0.390
O  -6.197  -0.618  0.961  -0.661
O  -5.256  -2.025  3.300  -0.655
O  -1.802  0.585  -0.041  -0.841
H  -4.422  0.549  -0.354  0.209
H  -2.582  -2.213  3.505  0.210
C  4.306  -0.982  1.220  -0.630
C  2.904  -1.033  1.731  -0.017
O  1.861  -0.610  0.863  -1.093
H  4.973  -1.462  1.936  0.197
H  4.428  0.101  1.218  0.193
H  4.344  -1.418  0.222  0.179
H  2.937  -0.385  2.607  0.125
H  2.856  -2.057  2.102  0.112
C  2.736  -0.411  -2.467  -0.649
C  3.247  0.935  -1.987  -0.085
O  2.370  2.007  -2.371  -0.462
C  1.176  2.138  -1.879  0.738
O  0.739  1.544  -0.903  -0.628
C  0.285  3.250  -2.473  0.904
F  0.794  3.884  -3.486  -0.287
F  -0.734  2.535  -2.962  -0.308
F  -0.258  4.051  -1.499  -0.309
H  3.078  -1.121  -1.713  0.244
H  3.238  -0.709  -3.387  0.202
H  1.658  -0.472  -2.612  0.225
H  4.255  1.150  -2.342  0.197
H  3.350  0.962  -0.903  0.229
C  -2.596  3.871  0.733  -0.648
C  -2.252  3.320  2.077  -0.071
O  -0.855  3.680  2.329  -0.488
C  0.175  2.746  2.143  0.721
O  0.071  1.587  1.701  -0.597
C  1.549  3.173  2.581  0.902
F  2.443  3.077  1.512  -0.328
F  1.533  4.476  2.910  -0.302
F  1.998  2.332  3.525  -0.284
H  -1.963  4.705  0.432  0.213
H  -3.601  4.276  0.857  0.217
H  -2.451  3.187  -0.104  0.249
H  -2.390  2.242  2.168  0.237
H  -2.722  3.953  2.829  0.193
C  1.365  -5.288  -1.643  -0.625
C  0.987  -3.806  -1.219  -0.094
O  -0.249  -3.576  -1.820  -0.450
C  -0.781  -2.375  -1.789  0.755
O  -0.362  -1.444  -1.073  -0.639
C  -2.065  -2.227  -2.662  0.908
F  -2.195  -3.159  -3.625  -0.303
F  -3.134  -2.270  -1.797  -0.285
F  -2.102  -1.021  -3.345  -0.312
H  2.048  -5.756  -0.933  0.213
H  1.871  -5.307  -2.608  0.203
H  0.517  -5.972  -1.664  0.224
H  1.749  -3.094  -1.537  0.200
H  1.121  -3.833  -0.138  0.224

Output
* Kohn-Sham gap: 5.78 eV
* HOMO level: -3.8 eV
* LUMO level: 2.018 eV
* total charge: -1

***

Which of them is the most stable, and which is the least stable? P and Q, in that order.